No. 1
Below is a single C21H31N4O4P molecule, with properties calculated with wB97M-V/def2-TZVPD.

Properties
Molecular weight   434.48 g/mol
HOMO energy   -8.08 eV
Orbital gap   8.7 eV
Net charge   0
DFT total energy   -45720.3452 eV

CARTESIAN COORDINATES (ANGSTROEM)
O1 -1.3064 -0.6068 1.9513
P1 -1.2158 -0.4402 0.4934
N1 -1.2924 -1.8548 -0.4444
C1 -0.1209 -2.5635 -0.9153
H1 0.6588 -1.8565 -1.1962
C2 0.4086 -3.5215 0.1548
H2 1.2333 -4.1237 -0.2315
O2 -0.5894 -4.4268 0.5628
C3 -1.7091 -3.7383 1.0812
H3 -2.4322 -4.5050 1.3644
C4 -2.3005 -2.7810 0.0457
H4 -3.1061 -2.1968 0.4955
H5 -2.6906 -3.3498 -0.8067
H6 -1.4150 -3.1601 1.9679
H7 0.7545 -2.9291 1.0171
H8 -0.4158 -3.1431 -1.7997
N2 -2.5686 0.3362 -0.0895
C5 -3.3139 1.2498 0.7479
H9 -3.1541 0.9712 1.7896
C6 -4.7919 1.1373 0.3694
O3 -4.9852 1.4156 -1.0010
C7 -4.2369 0.5387 -1.8118
C8 -2.7407 0.6277 -1.4942
H10 -2.1854 -0.1077 -2.0775
H11 -2.3816 1.6392 -1.7291
H12 -4.4373 0.8349 -2.8430
H13 -4.5761 -0.4969 -1.6541
H14 -5.3933 1.8667 0.9141
H15 -5.1505 0.1217 0.5970
H16 -2.9807 2.2843 0.5901
C9 0.2663 0.5049 -0.1347
C10 1.5597 -0.0528 0.3508
C11 1.8320 -0.5600 1.5911
N3 3.1260 -0.9964 1.6450
C12 3.7202 -0.7902 0.4333
C13 5.0104 -1.0666 -0.0003
C14 5.3304 -0.7402 -1.3002
C15 4.3921 -0.1539 -2.1541
C16 3.1119 0.1226 -1.7312
C17 2.7595 -0.1937 -0.4186
H17 2.3960 0.5773 -2.4013
H18 4.6835 0.0854 -3.1660
H19 6.3247 -0.9399 -1.6704
H20 5.7340 -1.5207 0.6603
H21 3.5655 -1.4127 2.4481
H22 1.1891 -0.6317 2.4462
N4 -0.0918 1.8766 0.1999
C18 0.0826 2.2895 1.5828
H23 -0.1507 1.4501 2.2337
C19 1.4862 2.8309 1.8885
H24 1.5072 3.2802 2.8830
O4 1.8562 3.8555 0.9892
C20 1.8105 3.3869 -0.3408
C21 0.3965 2.9124 -0.6950
H25 0.3659 2.5533 -1.7255
H26 -0.2853 3.7663 -0.6011
H27 2.1032 4.2292 -0.9706
H28 2.5318 2.5663 -0.4749
H29 2.2284 2.0207 1.8431
H30 -0.6427 3.0904 1.7694
H31 0.2360 0.4387 -1.2283

Want to see where the charge sits? The natural (NBO) charges in e are: -1.1336 2.3180 -0.8030 -0.2424 0.2151 -0.0847 0.1940 -0.5267 -0.0921 0.1923 -0.2528 0.2229 0.1955 0.1880 0.1667 0.1966 -0.8190 -0.2454 0.2373 -0.0729 -0.5248 -0.0705 -0.2463 0.2217 0.1841 0.1928 0.1623 0.1942 0.1615 0.1825 -0.4226 -0.1741 -0.0085 -0.5213 0.1193 -0.2237 -0.2159 -0.2291 -0.2272 -0.0312 0.2104 0.2137 0.2148 0.2133 0.4171 0.2451 -0.4701 -0.2677 0.2353 -0.0894 0.1930 -0.5283 -0.0923 -0.2381 0.1960 0.2006 0.1929 0.1692 0.1675 0.2001 0.2401

No. 2
Below is a single C4H5FO molecule, with properties calculated with wB97M-V/def2-TZVPD.

Properties
Molecular weight   88.08 g/mol
Energy relative to the best compared isomer or geometry (same formula, charge and spin)   96.5 kJ/mol
HOMO energy   -9.91 eV
Orbital gap   10.3 eV
Net charge   0
DFT total energy   -8992.0290 eV

CARTESIAN COORDINATES (ANGSTROEM)
C1 -0.5196 0.2664 0.4817
C2 0.7393 -0.4499 0.0223
C3 1.8217 0.3048 -0.3501
C4 -1.7435 -0.4071 -0.0868
H1 -0.6017 0.2745 1.6038
H2 0.8361 -1.5507 -0.0629
H3 2.6949 -0.2370 -0.5024
H4 1.7458 1.3520 -0.4185
H5 -1.8206 -1.5114 -0.2762
O1 -2.6716 0.3325 -0.3710
F1 -0.4808 1.6259 -0.0399

Want to see where the charge sits? The natural (NBO) charges in e are: 0.0726 -0.2558 -0.3427 0.3755 0.2095 0.2203 0.1961 0.2165 0.1381 -0.4768 -0.3533